This record from the OMol25 dataset describes a 13-piece molecular cluster, C93H215N13O21 overall at a distorted geometry. The level of theory is ωB97M-V/def2-TZVPD.

Cartesian coordinates (Å):
C (2.66725, -2.38848, 2.51364)
O (2.10807, -1.77094, 1.40777)
C (0.79620, -2.20659, 1.01795)
C (-0.32778, -1.66140, 1.93478)
N (-0.97867, -0.44091, 1.49835)
C (-1.32115, -0.31257, 0.04945)
C (-0.36865, 0.71413, -0.57736)
O (-0.57671, 2.08067, -0.04029)
C (0.21432, 3.03074, -0.62937)
H (1.96476, -2.57348, 3.32627)
H (3.36762, -1.77734, 3.08293)
H (3.14914, -3.29025, 2.13589)
H (0.98109, -3.26946, 0.86231)
H (0.69610, -1.78847, 0.01634)
H (-0.00961, -1.43316, 2.95202)
H (-1.15024, -2.37460, 1.98939)
H (-0.38255, 0.34290, 1.72284)
H (-2.23349, 0.28097, -0.00926)
H (-1.44530, -1.28354, -0.43001)
H (-0.43474, 0.70608, -1.66533)
H (0.67808, 0.53443, -0.33212)
H (-0.13299, 2.91889, -1.65648)
H (1.26938, 2.75732, -0.61577)
H (0.01627, 4.02040, -0.21773)
C (3.14878, -6.16377, 3.98163)
O (1.75077, -5.92431, 4.09087)
C (1.05260, -5.55297, 2.88383)
C (-0.53029, -5.51532, 3.23809)
N (-0.96098, -4.43836, 4.09267)
C (-2.41214, -4.29369, 4.33358)
C (-2.65685, -5.23711, 5.51759)
O (-3.95075, -5.67477, 5.40163)
C (-4.41747, -6.45994, 6.47555)
H (3.69132, -5.24011, 3.78019)
H (3.29815, -6.96433, 3.25714)
H (3.50903, -6.67370, 4.87512)
H (1.27253, -6.36097, 2.18606)
H (1.40876, -4.64305, 2.40082)
H (-0.75630, -6.43066, 3.78505)
H (-1.08654, -5.62001, 2.30657)
H (-0.61873, -4.36921, 5.04040)
H (-2.97576, -4.34636, 3.40210)
H (-2.61677, -3.27357, 4.65849)
H (-2.50630, -4.76154, 6.48676)
H (-2.14110, -6.18897, 5.39085)
H (-4.75842, -5.84553, 7.30883)
H (-3.73275, -7.17131, 6.93730)
H (-5.23831, -7.10128, 6.15463)
C (-3.18112, -11.05009, -5.98451)
O (-2.06172, -10.18075, -6.03890)
C (-1.13878, -10.34802, -5.06703)
C (-0.61546, -8.92644, -4.67941)
N (-1.41350, -8.00424, -3.87168)
C (-1.96214, -8.61080, -2.58206)
C (-2.64990, -7.59963, -1.61650)
O (-3.90327, -7.16540, -2.14057)
C (-4.47497, -6.12924, -1.30050)
H (-2.80940, -12.07168, -6.06372)
H (-3.80509, -11.02564, -6.87791)
H (-3.96845, -11.07611, -5.23115)
H (-0.27794, -10.96587, -5.32262)
H (-1.55491, -10.84271, -4.18941)
H (-0.48946, -8.21393, -5.49461)
H (0.29698, -8.87342, -4.08548)
H (-2.22896, -7.75461, -4.41281)
H (-1.22022, -9.25256, -2.10689)
H (-2.59865, -9.44247, -2.88416)
H (-1.98691, -6.73486, -1.58961)
H (-2.85134, -8.02591, -0.63374)
H (-4.49512, -6.22013, -0.21449)
H (-5.54986, -6.22515, -1.45376)
H (-4.09456, -5.15320, -1.60175)
C (-0.16654, 0.03088, -5.60306)
O (-1.44004, 0.08873, -6.17970)
C (-1.29578, 0.10394, -7.63832)
C (-1.43381, 1.60688, -8.16611)
N (-0.18103, 2.36261, -7.75165)
C (-0.45307, 3.80412, -8.00412)
C (-1.17836, 4.47672, -6.87788)
O (-2.53971, 4.08827, -6.70902)
C (-3.24984, 5.16327, -6.04389)
H (0.46772, 0.90571, -5.46002)
H (0.50968, -0.71491, -6.02094)
H (-0.42684, -0.06499, -4.54895)
H (-2.16000, -0.40863, -8.06083)
H (-0.53630, -0.52843, -8.09810)
H (-2.41201, 1.74627, -7.70589)
H (-1.44193, 1.66155, -9.25471)
H (-0.27658, 2.27319, -6.75016)
H (-0.97324, 3.87173, -8.95961)
H (0.56662, 4.16361, -8.14232)
H (-1.14796, 5.52852, -7.16228)
H (-0.70539, 4.43840, -5.89659)
H (-3.28343, 5.93825, -6.80963)
H (-2.79976, 5.59221, -5.14859)
H (-4.29371, 4.87562, -5.91862)
C (-4.36944, 10.38415, -1.29374)
O (-3.18136, 9.62528, -1.22304)
C (-3.32593, 8.43007, -0.49797)
C (-1.97933, 7.67793, -0.51607)
N (-2.13761, 6.55571, 0.42970)
C (-2.77357, 5.47096, -0.23779)
C (-3.11706, 4.31035, 0.80945)
O (-4.07428, 4.88612, 1.73869)
C (-4.39349, 4.06322, 2.88051)
H (-4.31575, 11.47122, -1.35280)
H (-5.11557, 10.33102, -0.50092)
H (-5.00972, 9.96863, -2.07186)
H (-4.19616, 8.00866, -1.00115)
H (-3.59792, 8.75216, 0.50722)
H (-1.22312, 8.35436, -0.11772)
H (-1.60107, 7.46379, -1.51566)
H (-2.47647, 6.88782, 1.32131)
H (-2.12619, 5.18512, -1.06682)
H (-3.73157, 5.81444, -0.62810)
H (-2.15287, 4.11939, 1.28057)
H (-3.46982, 3.39510, 0.33407)
H (-4.88927, 3.09258, 2.86905)
H (-4.98920, 4.70959, 3.52506)
H (-3.48740, 4.00885, 3.48396)
C (0.92129, -8.19624, 8.91611)
O (-0.23350, -7.83792, 8.09947)
C (-0.94527, -6.69928, 8.33867)
C (-0.07383, -5.47183, 8.23891)
N (0.46312, -5.24436, 6.93867)
C (1.19606, -3.92491, 6.77899)
C (0.35090, -2.70378, 7.00486)
O (1.19581, -1.64967, 6.63110)
C (0.50934, -0.46347, 6.27083)
H (0.54370, -8.41659, 9.91459)
H (1.55649, -7.31562, 9.01169)
H (1.40736, -9.05410, 8.45145)
H (-1.27457, -6.76596, 9.37560)
H (-1.85929, -6.52524, 7.77089)
H (0.60464, -5.42313, 9.09062)
H (-0.73897, -4.66216, 8.53910)
H (0.88105, -5.97062, 6.37478)
H (1.69899, -3.71855, 5.83422)
H (2.02013, -3.78379, 7.47834)
H (-0.00077, -2.72708, 8.03631)
H (-0.47309, -2.81068, 6.29939)
H (-0.07634, -0.70569, 5.38404)
H (1.11447, 0.35892, 5.88928)
H (-0.07321, -0.09912, 7.11699)
C (2.07402, 1.91269, 2.65853)
O (0.91079, 1.88373, 3.45498)
C (0.58405, 2.87424, 4.41189)
C (-0.98392, 2.87136, 4.43848)
N (-1.56803, 1.57727, 4.79671)
C (-2.96513, 1.41993, 4.31067)
C (-3.34293, -0.04341, 4.38209)
O (-4.71596, -0.00792, 3.96933)
C (-5.48209, -1.14622, 4.34292)
H (2.97186, 2.09424, 3.24933)
H (2.01101, 2.75560, 1.97033)
H (2.19491, 0.97902, 2.10922)
H (1.19363, 3.74510, 4.17082)
H (0.96536, 2.53734, 5.37584)
H (-1.22054, 3.10454, 3.40034)
H (-1.29269, 3.82516, 4.86631)
H (-0.86980, 0.93762, 4.44538)
H (-3.03341, 1.74036, 3.27108)
H (-3.75782, 1.97264, 4.81494)
H (-3.35438, -0.39630, 5.41333)
H (-2.67434, -0.78070, 3.93769)
H (-4.83752, -1.99219, 4.10421)
H (-6.30748, -1.25763, 3.63976)
H (-5.70510, -1.15687, 5.40981)
C (-6.14126, 1.61588, -7.13553)
O (-6.17007, 0.53005, -6.19706)
C (-5.55497, 0.95998, -4.99304)
C (-5.90306, -0.15632, -3.91495)
N (-5.38486, -1.43750, -4.25401)
C (-5.76201, -2.48423, -3.31116)
C (-5.32022, -2.24697, -1.78880)
O (-5.79706, -3.32120, -1.05231)
C (-5.55183, -3.22826, 0.40165)
H (-5.07572, 1.80728, -7.26244)
H (-6.74024, 2.41564, -6.70000)
H (-6.64267, 1.34699, -8.06525)
H (-5.88844, 1.97105, -4.75927)
H (-4.48786, 0.93185, -5.21346)
H (-6.97945, -0.21765, -3.75456)
H (-5.38324, 0.31098, -3.07859)
H (-5.74146, -1.69521, -5.16313)
H (-5.18732, -3.37594, -3.56155)
H (-6.81439, -2.75457, -3.22464)
H (-5.65047, -1.28212, -1.40396)
H (-4.23199, -2.18978, -1.76393)
H (-5.74385, -4.19710, 0.86270)
H (-6.11228, -2.38876, 0.81301)
H (-4.48210, -3.05088, 0.51263)
C (8.42836, 2.57262, 3.56795)
C (8.21914, 2.13374, 2.16179)
C (9.43585, 1.64418, 1.37560)
C (9.86924, 0.16827, 1.61408)
C (8.62074, -0.78046, 1.43891)
C (7.40114, -0.35309, 2.27990)
N (7.13853, 1.05466, 2.02253)
O (6.00915, 1.49276, 2.57067)
C (6.14995, -1.18088, 1.68588)
C (7.61109, -0.57826, 3.78916)
C (7.79932, 3.42510, 1.38807)
H (9.33272, 3.17504, 3.48236)
H (8.79784, 1.76868, 4.20455)
H (7.66100, 3.10638, 4.12863)
H (9.34832, 1.83904, 0.30673)
H (10.31504, 2.22576, 1.65286)
H (10.39896, 0.07593, 2.56223)
H (10.73112, -0.22643, 1.07605)
H (8.90663, -1.73256, 1.88599)
H (8.40524, -1.00865, 0.39507)
H (5.21262, -0.70421, 1.97275)
H (6.13111, -1.33518, 0.60703)
H (6.11218, -2.14053, 2.20138)
H (6.94367, -0.10930, 4.51216)
H (7.45215, -1.64603, 3.93985)
H (8.59787, -0.36798, 4.20165)
H (6.98714, 3.96619, 1.87354)
H (7.70733, 3.47862, 0.30328)
H (8.65267, 4.05647, 1.63557)
H (6.02074, 1.32722, 3.51622)
C (-7.71134, 1.96723, -0.73225)
C (-8.42794, 3.36079, -0.95611)
C (-9.90449, 3.23542, -0.44323)
C (-10.60456, 4.47955, 0.02776)
C (-9.67956, 5.34156, 0.95942)
C (-8.18600, 5.65892, 0.40896)
N (-7.63016, 4.45330, -0.25279)
O (-6.36172, 4.64838, -0.60891)
C (-8.08951, 6.79632, -0.62590)
C (-7.33457, 6.06017, 1.64536)
C (-8.54821, 3.82477, -2.48198)
H (-8.14646, 1.20251, -1.37565)
H (-7.76847, 1.67940, 0.31750)
H (-6.65259, 2.09606, -0.95705)
H (-10.47945, 2.89984, -1.30633)
H (-10.11592, 2.42184, 0.25066)
H (-11.55113, 4.32543, 0.54580)
H (-10.70558, 5.16147, -0.81656)
H (-9.65098, 4.87475, 1.94400)
H (-10.19523, 6.27387, 1.18959)
H (-8.51096, 6.55047, -1.60060)
H (-8.65236, 7.65103, -0.25070)
H (-7.06876, 7.13671, -0.80000)
H (-6.88286, 5.21218, 2.16012)
H (-6.45954, 6.58926, 1.26790)
H (-7.89786, 6.55224, 2.43823)
H (-9.00608, 4.78105, -2.73493)
H (-9.10423, 3.18658, -3.16875)
H (-7.56226, 3.76433, -2.94279)
H (-5.94742, 4.35937, 0.20744)
C (0.99263, -6.78496, -1.29888)
C (2.24166, -6.57764, -2.05260)
C (3.23211, -7.24641, -1.15768)
C (4.56920, -7.50390, -1.82452)
C (4.33504, -8.22602, -3.16898)
C (3.43123, -7.49388, -4.16109)
N (2.13656, -7.26885, -3.37562)
O (1.17000, -6.65974, -4.13768)
C (4.14310, -6.31670, -4.92784)
C (3.07912, -8.57005, -5.21929)
C (2.45795, -5.03828, -2.17093)
H (0.20643, -6.24481, -1.82635)
H (1.07525, -6.42111, -0.27473)
H (0.61953, -7.79883, -1.44369)
H (3.55031, -6.49358, -0.43650)
H (2.79235, -8.16967, -0.78046)
H (5.17487, -8.10164, -1.14337)
H (5.14955, -6.60056, -2.01230)
H (3.85568, -9.11952, -2.76901)
H (5.27091, -8.25502, -3.72700)
H (4.35172, -5.48528, -4.25455)
H (5.04130, -6.51620, -5.51223)
H (3.41508, -5.97183, -5.66210)
H (2.41998, -8.01192, -5.88420)
H (3.92774, -8.83472, -5.85008)
H (2.56737, -9.41227, -4.75359)
H (3.44969, -4.63360, -1.96894)
H (1.72821, -4.51071, -1.55675)
H (2.34214, -4.60092, -3.16261)
H (0.39500, -7.21997, -4.05338)
C (5.36397, 9.43880, 2.85886)
C (4.97592, 8.23895, 1.88014)
C (5.08282, 7.02155, 2.78933)
C (4.45973, 5.64378, 2.28617)
C (3.04584, 5.92759, 1.81862)
C (2.89125, 7.05916, 0.77101)
N (3.59462, 8.29634, 1.26570)
O (3.50593, 9.38833, 0.41765)
C (3.40517, 6.68612, -0.66979)
C (1.34487, 7.37708, 0.62847)
C (6.14065, 8.23007, 0.86787)
H (5.28923, 10.37836, 2.31136)
H (6.34541, 9.31153, 3.31566)
H (4.49737, 9.58869, 3.50277)
H (6.11482, 6.68126, 2.70394)
H (4.85181, 7.21761, 3.83636)
H (4.56765, 4.82655, 2.99932)
H (5.08522, 5.28794, 1.46749)
H (2.42125, 6.16909, 2.67866)
H (2.78959, 4.97122, 1.36278)
H (2.78370, 6.07874, -1.32779)
H (3.47609, 7.60045, -1.25893)
H (4.44090, 6.37320, -0.80177)
H (0.91698, 7.85443, 1.51003)
H (1.19281, 7.94545, -0.28910)
H (0.80673, 6.43447, 0.52859)
H (6.00077, 7.35417, 0.23434)
H (7.13545, 8.17101, 1.30943)
H (6.06166, 9.15163, 0.29118)
H (3.25051, 10.08594, 1.02569)
C (2.60541, 2.91824, -3.38544)
C (4.01236, 2.35397, -2.70392)
C (3.69369, 0.86589, -2.33451)
C (4.87490, -0.03953, -1.87589)
C (5.99201, 0.13794, -2.87655)
C (6.39704, 1.59382, -3.31261)
N (5.14019, 2.27732, -3.68106)
O (5.36736, 3.54503, -4.28138)
C (7.19944, 2.29303, -2.17238)
C (7.32749, 1.48643, -4.58171)
C (4.34864, 3.03747, -1.32282)
H (2.59247, 2.90556, -4.47529)
H (2.76890, 3.97782, -3.18882)
H (1.67548, 2.61595, -2.90383)
H (2.98247, 1.00164, -1.51974)
H (3.26673, 0.41746, -3.23158)
H (4.53175, -1.04294, -1.62384)
H (5.10652, 0.56385, -0.99817)
H (5.89397, -0.55064, -3.71581)
H (6.78646, -0.32421, -2.29058)
H (8.22502, 1.92397, -2.18148)
H (7.06067, 3.33597, -2.45717)
H (6.83398, 2.07405, -1.16909)
H (6.73244, 1.50023, -5.49485)
H (8.03637, 2.30750, -4.68863)
H (8.08650, 0.70536, -4.53799)
H (3.50704, 3.67923, -1.06213)
H (5.15826, 3.74300, -1.50952)
H (4.52252, 2.42600, -0.43740)
H (5.29198, 3.53406, -5.23836)

Cartesian forces (eV/Å) of the 3 atoms listed first:
C -0.1 -0.4 0.7
O -0.1 2.1 -0.3
C 1.4 0.5 0.3

Computed properties:
E: -5963.16346 hartree
HOMO energy: -7.42 eV
Energy relative to the best compared isomer or geometry (same formula, charge and spin): 290.6 kcal per mole
Largest force on an atom: 5.59 eV Å⁻¹

These are the Löwdin partial charges, in e, on atoms 1 to 2:
1 C -0.14
2 O -0.21